Entry 1:
C5H12O2 | wB97M-V/def2-TZVPD

Geometry as XYZ:
```
19
Properties=species:S:1:pos:R:3:forces:R:3
C 0.5844 1.6809 1.5636 -1.376 -0.438 0.595
C 1.1564 1.0752 0.2538 2.045 2.231 1.101
C 0.0811 -2.5872 0.3509 0.344 -0.264 0.108
O -1.2845 -2.1776 0.4357 0.455 -0.161 1.004
C 1.0054 -1.3869 0.3212 -2.318 2.326 -0.651
C 0.5386 -0.1560 -0.0841 -0.700 -4.660 0.783
H 0.7686 2.7185 1.5254 1.321 1.319 0.613
H 0.8180 1.1786 2.5507 0.454 0.542 -1.384
H -0.5045 1.8151 1.6525 -0.208 -0.991 -0.709
H 2.3004 1.0841 0.4450 -1.740 -0.383 -0.776
H 0.9028 1.7046 -0.6007 0.503 0.868 0.286
H 0.2848 -3.2652 1.2527 -0.134 0.948 -1.338
H 0.2954 -3.1184 -0.5877 -0.359 -0.484 0.337
H -1.7709 -2.2380 -0.3735 0.015 -0.236 -0.809
H 1.9843 -1.4438 0.7377 0.636 -0.181 0.286
H -0.5026 -0.0422 -0.4943 1.047 -0.426 0.548
H -1.6276 1.3666 -2.5562 -1.667 0.125 -0.795
H -2.5000 2.3451 -3.4041 -0.074 -1.171 0.528
O -2.5300 1.4467 -2.9887 1.757 1.036 0.274
```
Forces are in eV/Å.

Results
- ΔE to the lowest compared entry with this formula, charge and spin (kcal per mole) = 59.48
- total charge = 0
- SMILES = CC/C=C/CO.O
- frontier orbital gap (eV) = 9.5178

---

Entry 2:
C5H12O2 | wB97M-V/def2-TZVPD

Geometry as XYZ:
```
19
Properties=species:S:1:pos:R:3:forces:R:3
O 1.9951 2.6439 -1.7879 0.865 0.194 0.834
H 1.9547 3.1464 -0.9429 0.094 -0.472 -0.902
H 2.9520 2.4560 -1.9192 -1.007 0.217 0.160
O 0.0000 0.0000 0.0000 -0.104 0.212 -0.505
C 0.3542 0.6061 3.4695 -0.441 -0.965 2.325
C 0.6768 -0.9145 3.4949 0.161 0.189 0.125
C 0.6520 1.0020 2.0784 0.178 2.643 -0.304
C 0.1859 -1.3149 2.0902 -0.545 -2.071 0.619
C 0.6719 -0.2176 1.2288 1.537 0.065 -1.681
H 0.5639 0.6501 -0.4687 -0.662 -0.522 0.075
H -0.7177 0.6700 3.7385 0.412 0.297 -0.247
H 0.9219 1.2103 4.2031 -0.354 -0.437 -0.193
H 0.1879 -1.4609 4.3242 0.225 0.269 -0.498
H 1.7677 -1.0833 3.5775 -0.412 0.062 -0.041
H -0.1300 1.6829 1.6909 0.448 -0.174 0.051
H 1.6064 1.5625 2.0990 -0.330 -0.241 -0.459
H -0.9153 -1.4286 2.0957 0.411 0.239 -0.137
H 0.6219 -2.2775 1.7604 -0.424 0.317 0.192
H 1.6984 -0.4886 0.9083 -0.053 0.175 0.586
```
Forces are in eV/Å.

Results
- ΔE to the lowest compared entry with this formula, charge and spin (kcal per mole) = 22.50
- total charge = 0
- SMILES = OC1CCCC1.O
- frontier orbital gap (eV) = 10.5021

---

Entry 3:
C5H12O2 | wB97M-V/def2-TZVPD

Geometry as XYZ:
```
19
Properties=species:S:1:pos:R:3:forces:R:3
C -0.0348 -2.4043 0.1912 -0.055 -0.030 -0.052
C 1.0630 -1.3800 0.4875 0.058 -0.004 0.078
C 1.1812 -0.2835 -0.5343 0.086 0.146 0.030
O -1.7929 0.5467 0.3017 0.061 0.004 0.237
C 1.2490 1.0114 -0.2502 0.007 -0.248 -0.303
C -1.8831 1.6683 -0.5490 -0.075 0.321 -0.213
O 1.0697 1.4691 1.0384 0.063 0.178 0.043
H -1.0282 -1.9586 0.2988 0.149 -0.058 -0.049
H 0.0513 -2.7907 -0.8314 0.007 0.058 0.138
H 0.0460 -3.2568 0.8748 -0.056 0.142 -0.093
H 0.9109 -0.9435 1.4812 0.029 -0.071 -0.142
H 2.0320 -1.8963 0.5294 -0.112 0.032 0.009
H 1.2360 -0.5657 -1.5831 0.097 0.052 0.131
H -1.0032 0.6570 0.8463 -0.126 -0.054 -0.060
H 1.3858 1.7761 -1.0125 -0.036 -0.127 0.119
H -2.7835 2.2514 -0.3189 0.094 -0.093 -0.033
H -1.0172 2.3341 -0.4465 -0.169 -0.091 -0.015
H -1.9331 1.3511 -1.5981 -0.006 -0.018 0.169
H 1.2510 2.4142 1.0746 -0.015 -0.138 0.008
```
Forces are in eV/Å.

Results
- ΔE to the lowest compared entry with this formula, charge and spin (kcal per mole) = 40.35
- total charge = 0
- SMILES = CC/C=C\O.CO
- frontier orbital gap (eV) = 9.4397

---

Entry 4:
C5H12O2 | wB97M-V/def2-TZVPD

Geometry as XYZ:
```
19
Properties=species:S:1:pos:R:3:forces:R:3
C 1.0325 -1.8419 -1.6900 0.211 -0.054 -0.122
O -0.0737 -1.3955 -0.9339 -0.156 -0.038 0.004
C -0.2874 0.0097 -0.8328 0.016 0.180 -0.060
C 0.1909 0.5183 0.5345 0.009 -0.063 -0.022
C 0.4394 2.0275 0.5607 -0.018 0.016 -0.009
C -0.7953 0.1105 1.6377 0.152 0.397 0.032
O -1.2196 -1.2322 1.5619 0.060 -0.157 0.028
H 1.7120 -1.0218 -1.9606 -0.155 -0.106 0.093
H 1.5958 -2.5778 -1.1052 -0.093 0.117 -0.081
H 0.6783 -2.3248 -2.6093 0.086 0.099 0.097
H 0.2244 0.5329 -1.6541 -0.031 -0.093 0.160
H -1.3669 0.1677 -0.9597 0.168 0.063 0.072
H 1.1498 0.0140 0.7238 -0.096 0.029 -0.021
H 0.8969 2.3246 1.5101 -0.093 -0.040 -0.103
H -0.4894 2.5992 0.4502 0.087 -0.116 -0.029
H 1.1214 2.3315 -0.2411 -0.096 -0.059 0.100
H -0.3285 0.2909 2.6183 -0.081 -0.014 -0.141
H -1.6804 0.7674 1.5806 0.133 -0.145 -0.043
H -0.7604 -1.6553 0.8221 -0.103 -0.017 0.045
```
Forces are in eV/Å.

Results
- ΔE to the lowest compared entry with this formula, charge and spin (kcal per mole) = 31.36
- total charge = 0
- SMILES = COC[C@@H](C)CO
- frontier orbital gap (eV) = 10.7881

---

Entry 5:
C5H12O2 | wB97M-V/def2-TZVPD

Geometry as XYZ:
```
19
Properties=species:S:1:pos:R:3:forces:R:3
C -1.6764 -0.2094 1.7312 -0.239 0.004 0.127
O -0.4062 -0.3668 1.1483 0.075 -0.015 0.033
C -0.1982 0.3282 -0.0776 0.075 0.108 -0.249
C -0.4841 1.8410 0.0475 0.007 0.054 0.026
C 1.2553 0.0345 -0.4876 0.026 0.026 0.013
C 1.4857 -1.1540 -1.4209 0.091 0.352 -0.201
O 1.3798 -2.4231 -0.8135 -0.298 -0.100 0.139
H -2.4800 -0.6341 1.1091 0.151 0.030 0.021
H -1.9187 0.8438 1.9315 0.030 -0.197 -0.049
H -1.6487 -0.7355 2.6890 -0.043 0.030 -0.179
H -0.8852 -0.0930 -0.8363 0.115 0.040 0.105
H -0.5652 2.1343 1.0982 0.078 -0.033 -0.134
H -1.4133 2.1286 -0.4557 0.115 -0.059 0.144
H 0.3232 2.4373 -0.3867 -0.124 -0.121 0.006
H 1.8307 -0.1191 0.4328 -0.027 0.055 -0.111
H 1.6703 0.9174 -0.9872 -0.072 -0.121 0.025
H 0.8159 -1.0744 -2.2953 0.068 -0.034 0.160
H 2.5109 -1.0994 -1.8029 -0.148 -0.024 0.054
H 0.4948 -2.5052 -0.4379 0.120 0.007 0.070
```
Forces are in eV/Å.

Results
- ΔE to the lowest compared entry with this formula, charge and spin (kcal per mole) = 32.42
- total charge = 0
- SMILES = CO[C@@H](C)CCO
- frontier orbital gap (eV) = 10.8944

---

Entry 6:
C5H12O2 | wB97M-V/def2-TZVPD

Geometry as XYZ:
```
19
Properties=species:S:1:pos:R:3:forces:R:3
C 0.5890 -2.1551 0.0355 -1.433 -1.860 2.701
C -0.0088 -0.8831 -0.4507 4.105 2.965 -1.493
C 0.9610 -0.0382 -0.9734 -1.865 -0.691 -1.201
C -2.3923 -0.0446 -0.9396 -0.822 -1.726 1.876
C -1.4246 -0.6596 -0.2486 -0.900 -1.050 1.554
H -0.2665 -2.6897 0.5640 1.164 0.404 0.030
H 1.4802 -2.1192 0.7686 -1.367 0.177 -1.430
H 0.7343 -2.8687 -0.7565 0.710 -0.022 -0.575
H 1.9723 -0.4055 -1.0735 0.152 -0.306 0.468
H 0.8662 0.8466 -1.6370 -0.727 -0.248 1.155
H -2.3347 0.6204 -1.7400 0.645 0.665 -1.408
H -3.4197 -0.3457 -0.6604 0.579 0.747 0.117
H -1.6941 -1.2390 0.7213 -0.296 0.789 -1.887
H -0.0240 0.6373 1.5265 -1.108 -1.057 -1.226
H 0.8764 0.7007 2.7160 -0.198 0.721 -0.588
O 0.5249 1.2403 1.9759 1.331 0.519 1.900
H 1.9425 3.1500 -0.3235 -2.680 0.288 0.706
H 0.6759 2.9279 0.6882 0.887 0.406 -1.430
O 0.9420 3.3251 -0.1926 1.822 -0.723 0.731
```
Forces are in eV/Å.

Results
- ΔE to the lowest compared entry with this formula, charge and spin (kcal per mole) = 69.99
- total charge = 0
- SMILES = C=CC(=C)C.O.O
- frontier orbital gap (eV) = 9.2212

---

Entry 7:
C5H12O2 | wB97M-V/def2-TZVPD

Geometry as XYZ:
```
19
Properties=species:S:1:pos:R:3:forces:R:3
C -0.9687 2.3657 -0.5906 0.016 0.059 -0.031
C -0.9121 0.9713 0.0274 -0.050 -0.085 0.031
C 0.4484 0.3133 -0.1528 -0.284 -0.154 -0.106
O 1.4253 1.1650 0.4118 0.267 -0.051 -0.004
C 0.5604 -1.0620 0.5042 -0.289 0.119 0.029
C -0.4152 -2.1018 -0.0257 -0.048 -0.031 -0.029
O 1.9112 -1.4572 0.2572 0.122 -0.242 0.157
H -0.2361 3.0249 -0.1181 -0.107 -0.077 -0.077
H -0.7439 2.3263 -1.6630 -0.027 0.003 0.144
H -1.9636 2.8077 -0.4722 0.150 -0.067 -0.005
H -1.1325 1.0304 1.1018 0.028 -0.020 -0.122
H -1.6786 0.3333 -0.4293 0.112 0.083 0.068
H 0.6448 0.1776 -1.2322 -0.016 0.022 0.119
H 2.2388 0.6394 0.4328 -0.073 0.181 0.028
H 0.4091 -0.9204 1.5861 0.035 -0.020 -0.127
H -0.3238 -2.2021 -1.1127 -0.004 0.040 0.136
H -0.2060 -3.0801 0.4227 -0.013 0.137 -0.062
H -1.4499 -1.8438 0.2220 0.160 -0.015 -0.036
H 2.1146 -2.2194 0.8121 0.020 0.118 -0.113
```
Forces are in eV/Å.

Results
- ΔE to the lowest compared entry with this formula, charge and spin (kcal per mole) = 11.48
- total charge = 0
- SMILES = CC[C@@H](O)[C@@H](C)O
- frontier orbital gap (eV) = 10.8771

---

Entry 8:
C5H12O2 | wB97M-V/def2-TZVPD

Geometry as XYZ:
```
19
Properties=species:S:1:pos:R:3:forces:R:3
C -2.5117 -0.7264 0.5032 -0.257 -0.023 0.020
O -1.1071 -0.6558 0.5987 0.045 -0.027 0.118
C -0.5849 0.5067 0.0006 0.073 0.195 -0.044
C 0.9145 0.5818 0.1524 -0.018 0.260 0.211
C 1.5742 1.6437 -0.6910 0.063 0.049 -0.048
C 1.5727 -0.1745 1.0247 0.045 0.173 0.218
O 0.5665 -2.1946 -1.1229 -0.017 -0.093 -0.085
H -2.8465 -0.7214 -0.5436 0.082 -0.002 0.103
H -2.8264 -1.6605 0.9727 0.059 0.120 -0.065
H -2.9878 0.1133 1.0289 0.076 -0.078 -0.062
H -0.8459 0.5401 -1.0689 0.003 -0.057 0.078
H -1.0373 1.3961 0.4728 0.066 -0.055 -0.095
H 1.2129 -1.4809 -1.0467 -0.101 -0.248 0.049
H 2.6578 1.6637 -0.5512 -0.140 -0.078 0.068
H 1.1923 2.6391 -0.4309 -0.006 -0.146 -0.016
H 1.3805 1.5027 -1.7598 -0.056 -0.057 0.104
H 2.6479 -0.0758 1.1498 -0.130 -0.017 -0.074
H 1.0569 -0.8680 1.6848 0.082 0.045 -0.266
H -0.0284 -2.0294 -0.3736 0.131 0.040 -0.214
```
Forces are in eV/Å.

Results
- ΔE to the lowest compared entry with this formula, charge and spin (kcal per mole) = 36.27
- total charge = 0
- SMILES = C=C(C)COC.O
- frontier orbital gap (eV) = 10.4974

---

Entry 9:
C5H12O2 | wB97M-V/def2-TZVPD

Geometry as XYZ:
```
19
Properties=species:S:1:pos:R:3:forces:R:3
C 1.2564 1.7239 0.0753 -0.820 1.694 -2.735
C 1.0041 1.3817 1.4689 -3.844 1.608 3.102
C -0.0053 1.9550 2.2513 0.668 1.061 -3.700
C 2.5503 -0.5861 1.7653 -1.888 4.738 2.115
C 1.8481 0.5992 2.2778 3.763 -6.772 -0.917
H 1.2156 2.8530 0.0864 0.305 -0.946 -0.438
H 2.2414 1.4154 -0.3471 -0.817 0.071 0.531
H 0.4069 1.4653 -0.6964 1.590 0.045 1.684
H -0.6861 2.8024 2.0016 0.674 -0.792 -0.632
H -0.3040 1.5585 3.1543 0.211 -0.880 2.138
H 2.0603 -0.9537 0.9130 0.401 -0.494 -1.703
H 3.4790 -1.0043 2.1517 -0.764 -0.251 0.406
H 1.8182 0.6533 3.3532 0.517 0.916 0.150
H -3.8443 -2.5529 -3.5935 0.525 -0.079 -1.425
H -3.3392 -2.7025 -5.1965 0.117 0.311 2.983
O -3.0747 -2.5822 -4.2113 -0.722 -0.201 -1.552
H -2.3197 -2.8161 -1.9081 0.249 0.596 -0.108
H -2.1305 -1.2200 -2.1279 -0.144 -2.798 2.037
O -2.1767 -1.9897 -1.4182 -0.020 2.174 -1.936
```
Forces are in eV/Å.

Results
- ΔE to the lowest compared entry with this formula, charge and spin (kcal per mole) = 95.04
- total charge = 0
- SMILES = C=CC(=C)C.O.O
- frontier orbital gap (eV) = 8.1020

---

Entry 10:
C5H12O2 | wB97M-V/def2-TZVPD

Geometry as XYZ:
```
19
Properties=species:S:1:pos:R:3:forces:R:3
C 2.0756 -1.2000 0.2728 -0.398 -1.654 0.527
C 1.4266 0.1023 -0.1718 0.585 -0.333 -0.099
C -1.5231 1.0839 -2.4037 -1.225 3.123 1.555
O -1.0988 1.2359 -3.7532 0.537 -1.118 0.042
C -0.4418 1.1559 -1.3543 0.526 -1.685 -1.505
C 0.0300 0.0648 -0.7501 0.811 0.786 -0.464
H 2.1345 -1.3609 1.3521 0.011 0.460 0.062
H 1.5817 -2.1287 -0.0410 -0.543 0.363 -0.307
H 3.0648 -1.3928 -0.1162 0.497 0.595 -0.087
H 1.5733 0.8316 0.6244 -0.271 0.214 -0.138
H 2.0068 0.4310 -1.0349 0.236 0.303 0.192
H -2.3050 0.3671 -2.1517 0.397 -0.681 -0.566
H -2.0081 2.0609 -2.2050 -0.604 -0.311 -0.001
H -1.8162 0.9477 -4.3265 0.062 0.048 0.068
H 0.1578 2.0600 -1.3886 -0.167 0.157 0.390
H -0.3684 -0.9015 -1.0122 -0.454 -0.266 0.332
H -1.0202 -0.6212 5.7386 -0.327 -0.348 0.249
H -1.9880 -1.7459 6.2138 -0.041 -0.141 -0.289
O -1.4816 -0.9901 6.5074 0.368 0.489 0.039
```
Forces are in eV/Å.

Results
- ΔE to the lowest compared entry with this formula, charge and spin (kcal per mole) = 57.51
- total charge = 0
- SMILES = CC/C=C/CO.O
- frontier orbital gap (eV) = 10.0165

---

Entry 11:
C5H12O2 | wB97M-V/def2-TZVPD

Geometry as XYZ:
```
19
Properties=species:S:1:pos:R:3:forces:R:3
C -1.3458 -0.1359 -2.3368 0.032 0.002 -0.077
C -1.2279 -0.1260 -0.8168 -0.028 0.002 0.053
C 0.2290 -0.1205 -0.3380 -0.131 -0.277 0.047
O 0.9402 0.9995 -0.8290 -0.062 0.201 0.144
C 0.2942 -0.1684 1.1962 -0.003 -0.371 -0.128
C 1.6845 -0.4240 1.7655 0.058 -0.011 0.068
O -0.2106 1.0943 1.6280 -0.005 0.041 0.322
H -0.8270 0.7266 -2.7649 -0.083 -0.117 0.031
H -0.8917 -1.0413 -2.7577 -0.053 0.126 0.054
H -2.3922 -0.1073 -2.6601 0.166 0.010 0.075
H -1.7372 0.7511 -0.3959 0.091 -0.105 -0.072
H -1.7307 -1.0077 -0.3953 0.094 0.113 -0.050
H 0.7400 -1.0025 -0.7482 -0.060 0.092 0.120
H 0.6091 1.7510 -0.3134 0.133 -0.044 -0.108
H -0.3856 -0.9750 1.5215 0.111 0.187 -0.009
H 2.3018 0.4729 1.6598 -0.009 -0.130 -0.085
H 1.6511 -0.6999 2.8325 -0.107 0.153 -0.315
H 2.1725 -1.2468 1.2366 -0.031 0.076 0.035
H 0.1263 1.2599 2.5158 -0.112 0.053 -0.104
```
Forces are in eV/Å.

Results
- ΔE to the lowest compared entry with this formula, charge and spin (kcal per mole) = 12.92
- total charge = 0
- SMILES = CC[C@@H](O)[C@@H](C)O
- frontier orbital gap (eV) = 10.8433

---

Entry 12:
C5H12O2 | wB97M-V/def2-TZVPD

Geometry as XYZ:
```
19
Properties=species:S:1:pos:R:3:forces:R:3
C 2.6210 -0.4211 0.6070 0.011 -0.025 0.034
C 1.5614 0.0911 -0.3647 -0.016 0.006 -0.075
C 0.1336 -0.0739 0.1454 0.065 -0.197 -0.373
O 0.0012 0.6852 1.3275 -0.165 0.022 0.152
C -0.8880 0.3637 -0.9150 0.053 0.015 0.065
C -2.3629 0.2928 -0.4417 -0.114 0.083 -0.218
O -2.5446 -0.0409 0.9422 -0.007 -0.258 0.005
H 3.6271 -0.2397 0.2131 -0.152 -0.027 0.077
H 2.5332 0.0799 1.5752 0.010 -0.072 -0.140
H 2.5176 -1.5004 0.7703 -0.004 0.142 -0.005
H 1.6525 -0.4314 -1.3262 -0.024 0.079 0.120
H 1.7255 1.1588 -0.5601 -0.051 -0.124 0.012
H -0.0305 -1.1491 0.3607 0.048 0.146 0.042
H -0.9310 0.5785 1.5891 0.301 0.173 0.053
H -0.7560 -0.2649 -1.8053 -0.035 0.076 0.152
H -0.6412 1.3896 -1.2159 -0.062 -0.132 0.113
H -2.9353 -0.4144 -1.0543 0.109 0.088 0.072
H -2.8425 1.2688 -0.5483 0.084 -0.135 -0.016
H -2.4245 -0.9917 1.0578 -0.051 0.140 -0.068
```
Forces are in eV/Å.

Results
- ΔE to the lowest compared entry with this formula, charge and spin (kcal per mole) = 19.09
- total charge = 0
- SMILES = CC[C@@H](O)CCO
- frontier orbital gap (eV) = 10.6926